A molecular structure, C39H34BiN6O5. Source: the OMol25 dataset; level of theory: ωB97M-V/def2-TZVPD.

Element x y z (Å)
Bi: -1.09370 0.20907 1.00527
N: 2.23598 -0.57170 2.35007
C: 1.32999 -0.24762 3.32437
C: 1.30600 -1.02955 4.49787
C: 0.47143 -0.65807 5.51810
C: -0.33646 0.47506 5.37599
C: -0.28486 1.14559 4.17869
N: 0.51788 0.79701 3.16165
C: 2.35031 -0.02546 1.06759
C: 3.62717 0.07929 0.52047
C: 3.77525 0.54420 -0.77061
C: 2.64989 0.89438 -1.49808
C: 1.41837 0.75583 -0.89423
N: 1.27160 0.30171 0.35811
H: 2.55294 -1.54356 2.35729
H: 1.93156 -1.91010 4.56229
H: 0.43221 -1.24813 6.42486
H: -1.00522 0.79892 6.16079
H: -0.92895 1.99771 3.98009
H: 4.47576 -0.19073 1.13331
H: 4.76250 0.64677 -1.20296
H: 2.71387 1.28973 -2.50130
H: 0.50904 1.01257 -1.41859
O: -2.26566 -1.43087 -2.84613
C: -2.22035 -0.84462 -1.78039
O: -1.18564 -0.75148 -1.01402
C: -3.46897 -0.14482 -1.27888
C: -4.59047 -0.04449 -2.09033
C: -5.69361 0.64012 -1.61562
C: -5.64322 1.19954 -0.34657
C: -4.48759 1.04956 0.39617
N: -3.42793 0.38942 -0.06296
H: -4.55510 -0.49695 -3.07094
H: -6.58061 0.74563 -2.22709
H: -6.47964 1.75195 0.05965
H: -4.39065 1.48577 1.38338
C: -1.18393 2.27935 0.51440
C: -0.72706 2.98624 -0.40681
C: -0.22513 3.76805 -1.41645
C: 1.19941 4.09400 -1.36068
C: 1.97758 4.31267 -2.51130
C: 3.34849 4.51308 -2.43234
C: 4.00371 4.50237 -1.20908
C: 3.25274 4.28490 -0.05712
C: 1.88627 4.08920 -0.12854
C: -1.11096 4.12422 -2.52571
C: -2.26469 3.36173 -2.79410
C: -3.13821 3.69975 -3.81195
C: -2.90262 4.81391 -4.61008
C: -1.77928 5.58791 -4.35397
C: -0.90278 5.25586 -3.33201
H: 1.50896 4.28714 -3.48651
H: 3.91125 4.66718 -3.34729
H: 5.07436 4.65829 -1.15225
H: 3.73878 4.26749 0.91213
H: 1.32065 3.90767 0.77830
H: -2.46284 2.48796 -2.18384
H: -4.00838 3.07658 -3.98938
H: -3.58307 5.07434 -5.41168
H: -1.58436 6.47298 -4.95001
H: -0.05722 5.90178 -3.13426
C: 1.34311 -6.05551 3.13667
C: 1.77045 -5.93963 1.67799
C: 0.95050 -4.90186 0.89492
C: 1.46532 -4.82935 -0.56260
C: 0.70287 -3.84160 -1.43544
C: -0.49041 -5.36486 0.85003
O: -0.81689 -6.47184 0.46293
N: -1.41106 -4.45841 1.27870
C: -1.15547 -3.14536 1.72924
O: -2.14686 -2.47543 2.01677
N: 0.11471 -2.70356 1.82351
C: 1.14485 -3.51290 1.52952
O: 2.32436 -3.18695 1.74056
H: 1.95014 -6.79261 3.66576
H: 0.29915 -6.36787 3.22065
H: 1.45310 -5.09923 3.65256
H: 1.65662 -6.90049 1.17340
H: 2.81634 -5.64167 1.61554
H: 1.40141 -5.83419 -0.98474
H: 2.51947 -4.55239 -0.50789
H: -0.35428 -4.10444 -1.52105
H: 1.11192 -3.82381 -2.44692
H: 0.75127 -2.82583 -1.04285
H: -2.38545 -4.71657 1.23595

Output
Spin multiplicity   1
Energy relative to the best compared isomer or geometry (same formula, charge and spin)   0.0000 eV
Charge   -1
E_tot   -2426.06593 Eh
E_LUMO   0.090 Eh

---

2 unconnected molecules or ions with the total composition C2H7S3. Source: the OMol25 dataset; level of theory: ωB97M-V/def2-TZVPD.

Element x y z (Å)
C: -0.68360 -2.35823 0.83654
S: 0.82477 -1.73040 1.55552
H: -0.92046 -3.33011 1.30640
H: -1.60126 -1.81261 1.06184
H: -0.58186 -2.48667 -0.24281
C: 0.63433 2.17653 -1.50800
S: -0.62470 1.24570 -0.50164
S: -0.29147 1.79936 1.41159
H: 0.87199 3.19373 -1.17254
H: 0.19499 2.17394 -2.50400
H: 1.54365 1.61403 -1.33953
H: 0.63361 -0.48528 1.09664

Output
Spin multiplicity   1
Energy relative to the best compared isomer or geometry (same formula, charge and spin)   0.5089 eV
Charge   -1
E_tot   -1274.99262 Eh
E_LUMO   0.130 Eh

---

A molecular structure, C15H10NO6Ru. Source: the OMol25 dataset; level of theory: ωB97M-V/def2-TZVPD.

Element x y z (Å)
Ru: -0.70385 0.24379 -0.17689
O: -1.69843 0.71055 -4.12771
C: -1.58756 0.67028 -2.92423
O: -0.77814 -0.07538 -2.22517
C: -2.47396 1.55504 -2.04826
C: -3.55533 2.29897 -2.46284
C: -4.28553 2.99863 -1.50597
C: -3.92018 2.93257 -0.16448
C: -2.82811 2.16996 0.18287
N: -2.11626 1.52296 -0.75454
C: -2.30637 1.91571 1.59585
O: -2.75826 2.54130 2.52661
O: -1.38972 0.98886 1.63133
H: -3.82139 2.30854 -3.51042
H: -5.15046 3.57603 -1.80295
H: -4.47646 3.44469 0.60798
C: 3.77445 0.59606 0.43405
C: 2.41064 -0.04842 0.39895
O: 1.48281 0.70881 0.04940
C: 2.28406 -1.43914 0.75945
C: 3.42365 -2.17385 1.13910
C: 3.35965 -3.49933 1.49231
C: 2.13167 -4.16252 1.48099
C: 0.99001 -3.48682 1.11670
C: 1.02249 -2.12622 0.75068
O: -0.09146 -1.54961 0.42110
H: 3.67407 1.63417 0.13205
H: 4.45284 0.08395 -0.24800
H: 4.18710 0.55022 1.44175
H: 4.38899 -1.68705 1.15691
H: 4.26307 -4.02123 1.77713
H: 2.07121 -5.20686 1.75769
H: 0.02476 -3.97463 1.09854

Output
<S²>   8.761
Spin multiplicity   6
E_tot   -1178.66219 Eh
E_LUMO (spin up / spin down)   -0.020 / -0.069 Eh

---

C3H4N2S in the gas phase. Source: the OMol25 dataset; level of theory: ωB97M-V/def2-TZVPD.

Element x y z (Å)
C: 1.47334 -0.28178 -0.00061
N: -0.00488 -0.47279 0.19654
C: -0.80845 0.57627 -0.02052
S: -0.50653 2.20659 0.04593
C: -2.07909 0.07043 -0.01290
N: -3.20878 -0.20829 0.05671
H: 1.98502 -0.21269 1.14093
H: 1.71435 0.81533 -0.53686
H: 1.92774 -1.23275 -0.70479
H: -0.49273 -1.26033 -0.16444

Output
Spin multiplicity   1
Energy relative to the best compared isomer or geometry (same formula, charge and spin)   2.6595 eV
E_tot   -624.32805 Eh
E_LUMO   -0.028 Eh

---

7 unconnected molecules or ions with the total composition C4H22N2O7. Source: the OMol25 dataset; level of theory: ωB97M-V/def2-TZVPD.

Element x y z (Å)
C: 1.12422 -1.27255 1.97348
N: 0.22811 -1.98344 1.04643
C: -1.06649 -1.46072 0.90400
O: -1.46192 -0.57772 1.64439
C: 0.95823 -2.40791 -0.17734
C: 1.58211 -1.32785 -1.10329
N: 1.16888 0.04207 -1.13934
H: 0.59552 -0.24850 2.08681
H: 2.13967 -0.99431 1.65480
H: 1.09177 -1.89036 2.90050
H: -1.57379 -2.07819 0.18829
H: 1.77886 -3.12809 0.15989
H: 0.15894 -3.09950 -0.75275
H: 2.71210 -1.54174 -0.93400
H: 1.58489 -1.72346 -2.12947
H: 0.17879 0.21262 -1.03851
H: 1.59897 0.61553 -0.51416
O: -0.42601 0.82005 -4.04366
H: -1.10299 1.28380 -3.56515
H: 0.14845 0.40205 -3.43069
O: 0.68545 2.07460 2.05545
H: 0.29462 1.27647 2.00053
H: 0.17673 2.70502 1.59638
O: -0.82527 2.29093 -0.14100
H: -0.51348 3.01242 -0.71890
H: -1.82359 2.01761 -0.10226
O: -3.15808 1.34258 0.14188
H: -2.78271 0.66883 0.75591
H: -3.64599 1.90790 0.85192
O: -2.47236 -0.77127 -2.21949
H: -2.76614 -1.15222 -3.03710
H: -3.06856 -0.94516 -1.49709
O: 3.23706 1.88807 2.16882
H: 2.50968 1.64854 2.79543
H: 2.73433 2.39389 1.61928

Output
Spin multiplicity   1
Energy relative to the best compared isomer or geometry (same formula, charge and spin)   4.2992 eV
E_tot   -801.72095 Eh
E_LUMO   0.007 Eh

---

A molecular structure, C22H44Ni2O12S5. Source: the OMol25 dataset; level of theory: ωB97M-V/def2-TZVPD.

Element x y z (Å)
Ni: 21.11142 28.30138 -21.38898
Ni: 17.80776 33.25552 -25.38960
O: 17.10333 29.68270 -23.95072
C: 15.81625 29.17458 -23.68916
C: 14.70973 29.54912 -24.79368
O: 14.69177 30.91920 -25.31360
H: 15.64570 29.69315 -22.74571
H: 15.80209 28.08815 -23.60220
H: 13.69468 29.31747 -24.47102
H: 14.85101 28.84357 -25.61242
C: 11.95702 40.37143 -26.09023
C: 13.22779 41.14971 -25.72357
C: 14.37968 40.92514 -26.69643
S: 14.00107 39.36045 -27.45654
O: 14.97777 38.26992 -27.15922
O: 13.74845 39.68719 -28.86922
C: 12.42064 39.00497 -26.56131
H: 11.50714 40.89136 -26.93605
H: 11.31608 40.41063 -25.20945
H: 13.50621 40.85675 -24.71126
H: 12.93646 42.19046 -25.58191
H: 15.36749 41.16415 -26.30245
H: 14.31745 41.63219 -27.52366
H: 12.77533 38.31267 -25.79775
H: 11.73199 38.53176 -27.26125
C: 5.50538 31.02479 -30.66030
C: 6.41614 31.71147 -29.72801
C: 7.76013 30.99746 -29.47986
S: 8.15585 30.60080 -31.21184
O: 8.60770 29.23355 -31.15876
O: 8.94737 31.69893 -31.75932
C: 6.47202 30.74887 -31.85692
H: 4.73214 31.73241 -30.95942
H: 4.92827 30.16754 -30.31367
H: 5.80189 31.67661 -28.82824
H: 6.56042 32.75052 -30.02408
H: 7.79255 30.09476 -28.86979
H: 8.50144 31.68105 -29.06604
H: 6.17838 29.84633 -32.39292
H: 6.35111 31.67887 -32.41243
C: 19.79847 24.59682 -30.37342
C: 18.46478 25.42939 -30.21938
C: 17.60502 25.42588 -31.54465
S: 18.71006 24.85840 -32.86861
O: 18.58762 25.90793 -33.91372
O: 18.51601 23.46726 -33.16629
C: 20.21465 24.87971 -31.84710
H: 19.40585 23.58373 -30.28622
H: 20.56469 24.72249 -29.60842
H: 18.70261 26.45393 -29.93327
H: 17.87899 24.93436 -29.44485
H: 17.15185 26.32561 -31.96086
H: 16.88125 24.62121 -31.41512
H: 20.44684 25.94444 -31.82379
H: 20.86691 24.16417 -32.34775
C: 14.20062 34.14374 -16.95727
C: 13.39822 33.39011 -18.04400
C: 13.28359 34.30174 -19.26954
S: 14.70516 35.38919 -19.48651
O: 14.13626 36.72123 -19.35434
O: 15.41815 34.94816 -20.70136
C: 15.38378 34.86065 -17.81719
H: 14.60056 33.54312 -16.14032
H: 13.59806 34.90924 -16.46837
H: 12.45381 32.93852 -17.74025
H: 14.03332 32.57269 -18.38543
H: 12.46543 35.00542 -19.11603
H: 13.07606 33.73808 -20.17911
H: 15.70357 35.74216 -17.26151
H: 16.22525 34.19152 -17.99691
C: 18.99235 23.98048 -13.66314
C: 20.01769 24.85895 -12.89848
C: 20.55410 25.89625 -13.93697
S: 19.04161 26.53183 -14.75090
O: 19.19568 26.67784 -16.19175
O: 18.31882 27.58674 -14.06132
C: 18.13669 24.94760 -14.41731
H: 18.36185 23.41672 -12.97556
H: 19.54015 23.30116 -14.31624
H: 20.86841 24.19638 -12.73923
H: 19.54456 25.21853 -11.98472
H: 21.12508 25.33146 -14.67391
H: 21.30432 26.63150 -13.64596
H: 17.52542 24.60506 -15.25225
H: 17.24610 25.35384 -13.93783

Output
<S²>   6.016
Spin multiplicity   5
Energy relative to the best compared isomer or geometry (same formula, charge and spin)   8.0135 eV
Charge   +2
E_tot   -6773.92106 Eh
E_LUMO (spin up / spin down)   -0.349 / -0.348 Eh

---

Copy entry 5 word for word.
7 unconnected molecules or ions with the total composition C4H22N2O7. Source: the OMol25 dataset; level of theory: ωB97M-V/def2-TZVPD.

Element x y z (Å)
C: 1.12422 -1.27255 1.97348
N: 0.22811 -1.98344 1.04643
C: -1.06649 -1.46072 0.90400
O: -1.46192 -0.57772 1.64439
C: 0.95823 -2.40791 -0.17734
C: 1.58211 -1.32785 -1.10329
N: 1.16888 0.04207 -1.13934
H: 0.59552 -0.24850 2.08681
H: 2.13967 -0.99431 1.65480
H: 1.09177 -1.89036 2.90050
H: -1.57379 -2.07819 0.18829
H: 1.77886 -3.12809 0.15989
H: 0.15894 -3.09950 -0.75275
H: 2.71210 -1.54174 -0.93400
H: 1.58489 -1.72346 -2.12947
H: 0.17879 0.21262 -1.03851
H: 1.59897 0.61553 -0.51416
O: -0.42601 0.82005 -4.04366
H: -1.10299 1.28380 -3.56515
H: 0.14845 0.40205 -3.43069
O: 0.68545 2.07460 2.05545
H: 0.29462 1.27647 2.00053
H: 0.17673 2.70502 1.59638
O: -0.82527 2.29093 -0.14100
H: -0.51348 3.01242 -0.71890
H: -1.82359 2.01761 -0.10226
O: -3.15808 1.34258 0.14188
H: -2.78271 0.66883 0.75591
H: -3.64599 1.90790 0.85192
O: -2.47236 -0.77127 -2.21949
H: -2.76614 -1.15222 -3.03710
H: -3.06856 -0.94516 -1.49709
O: 3.23706 1.88807 2.16882
H: 2.50968 1.64854 2.79543
H: 2.73433 2.39389 1.61928

Output
Spin multiplicity   1
Energy relative to the best compared isomer or geometry (same formula, charge and spin)   4.2992 eV
E_tot   -801.72095 Eh
E_LUMO   0.007 Eh

---

Q: The highest spin multiplicity belongs to which entry?
A: C15H10NO6Ru

---

Q: What is the spin multiplicity in the sixth record?
A: 5